# 1
# C34H37BFN7O4S6V

A molecular structure, C34H37BFN7O4S6V at a distorted geometry (ωB97M-V with the def2-TZVPD basis set, the Open Molecules 2025 dataset).

Calculated values
- E_tot (hartree) = -5460.013274
- spin multiplicity = 2
- net charge = 0
- <S²> = 0.769
- highest occupied orbital energy (alpha / beta) (Ha) = -0.227 / -0.227
- F_max (eV/A) = 4.47
- Kohn-Sham gap (alpha / beta) (eV) = 4.7 / 5.3

Last column: Löwdin charge in e.
Positions of all 91 atoms, in Å:
V 0.04861 0.16700 0.11254  0.65
C 0.23399 3.44106 -6.52861  -0.04
C 1.62133 2.96289 -6.10415  -0.30
C 2.64293 4.07156 -6.34177  -0.14
C 4.02991 3.56200 -5.98654  -0.13
C 4.03859 3.09382 -4.56129  -0.14
C 5.20261 3.16376 -3.82185  0.06
C 5.22785 2.70193 -2.51259  -0.24
F 6.37646 2.78865 -1.82052  0.08
C 4.09927 2.19504 -1.91304  0.06
C 2.90114 2.14752 -2.63380  -0.02
C 1.69818 1.62139 -1.97753  -0.26
O 1.68702 1.26956 -0.78672  -0.10
C 0.53883 1.60926 -2.82435  0.00
C 0.57582 2.07900 -4.10123  0.05
N 1.67423 2.55396 -4.69568  0.04
C 2.86289 2.59137 -3.97706  -0.06
C -0.77581 1.15281 -2.30948  -0.53
O -1.81047 1.59183 -2.78251  0.07
O -0.69898 0.31265 -1.34117  -0.23
H 0.31277 3.93063 -7.49565  0.09
H -0.15445 4.16162 -5.81380  0.10
H -0.47583 2.62662 -6.63690  0.08
H 1.90235 2.09124 -6.71164  0.16
H 2.39238 4.93206 -5.71784  0.14
H 2.60498 4.38220 -7.38595  0.12
H 4.77818 4.34078 -6.13846  0.12
H 4.29429 2.72413 -6.63918  0.13
H 6.09968 3.56538 -4.26745  0.13
H 4.12086 1.82153 -0.90010  0.07
H -0.34054 2.05356 -4.66700  0.14
C -2.46168 -1.47310 -3.20490  -0.04
N -2.97394 -2.06084 -2.00364  -0.12
C -2.80061 -3.36921 -1.64292  -0.05
C -3.49077 -3.55362 -0.49228  -0.09
N -4.07670 -2.37794 -0.14061  -0.06
B -4.89982 -2.14065 1.13144  -0.47
N -4.27350 -0.93514 1.90413  0.00
C -5.01879 -0.18903 2.76186  -0.05
C -4.22442 0.74428 3.33421  -0.04
N -2.96304 0.55850 2.82411  -0.10
C -1.80221 1.26895 3.27782  -0.04
C -3.01950 -0.47189 1.93515  -0.58
S -1.69756 -1.17416 1.09628  0.88
C -3.74426 -1.46436 -1.06310  -0.78
S -4.21432 0.15635 -1.09231  0.66
H -2.90850 -1.95778 -4.07664  0.10
H -1.37428 -1.58768 -3.24545  0.10
H -2.72547 -0.41561 -3.20770  0.04
H -2.19768 -4.03198 -2.22841  0.12
H -3.61952 -4.42947 0.10913  0.11
H -6.01354 -1.82917 0.84740  0.07
H -4.82485 -3.11238 1.81865  0.07
H -6.06201 -0.39087 2.89389  0.13
H -4.44510 1.52455 4.03362  0.12
H -1.92578 2.34123 3.10583  0.09
H -0.92318 0.90306 2.73874  0.04
H -1.66507 1.11040 4.35196  0.10
S 3.66193 -2.63693 -1.84110  0.42
C 2.82901 -1.63793 -0.79320  -1.77
S 1.12503 -1.87264 -0.54105  0.59
S 3.72524 -0.49911 0.06299  0.50
C -2.33793 -5.24274 3.71087  -0.04
C -1.29510 -4.22404 3.38571  -0.27
C -1.32506 -2.96575 3.97333  -0.04
C -0.37132 -2.01291 3.66341  -0.12
C 0.61860 -2.31002 2.74005  -0.44
C 0.67972 -3.57350 2.17612  -0.11
C -0.27109 -4.52238 2.49641  -0.02
S 1.78511 -1.11999 2.03116  0.83
C 2.46677 -0.52132 3.62899  -0.18
O 0.94395 0.07839 1.64482  -0.70
H -3.23481 -4.75872 4.08523  0.08
H -1.96348 -5.91949 4.47874  0.09
H -2.58781 -5.83391 2.83359  0.08
H -2.13299 -2.71312 4.64546  0.12
H -0.43308 -1.02794 4.09964  0.10
H 1.45750 -3.79235 1.46140  0.10
H -0.22954 -5.49861 2.03984  0.12
H 1.70620 0.04573 4.15393  0.05
H 3.31180 0.11291 3.38667  0.05
H 2.78814 -1.37243 4.21382  0.07
N -2.06662 2.39450 -0.00009  0.04
C -2.28117 3.71062 0.13823  -0.05
C -1.17647 4.24366 0.77044  -0.04
C -0.32256 3.15651 0.96669  -0.12
N -0.88179 2.05234 0.49737  -0.07
H -2.68692 1.70557 -0.45540  0.03
H -3.17418 4.17801 -0.22244  0.13
H -1.00759 5.26143 1.05804  0.10
H 0.65035 3.12110 1.42281  0.13

# 2
# C34H37BMoN8O2P2S2

A molecular structure, C34H37BMoN8O2P2S2 at a distorted geometry (ωB97M-V with the def2-TZVPD basis set, the Open Molecules 2025 dataset).

Calculated values
- E_tot (hartree) = -3477.149601
- net charge = +4
- highest occupied orbital energy (alpha / beta) (Ha) = -0.684 / -0.684
- F_max (eV/A) = 1.81
- Kohn-Sham gap (alpha / beta) (eV) = 3.8 / 3.8

Last column: Löwdin charge in e.
Positions of all 87 atoms, in Å:
Mo -0.17080 0.19126 -0.26882  1.28
C -2.59737 -2.61379 1.74974  0.05
C -1.35475 -2.10417 1.51819  -0.14
N -1.47195 -0.89266 0.88810  -0.23
N -2.82240 -0.66699 0.67724  0.06
C -3.49898 -1.68050 1.19005  0.05
B -3.28487 0.73717 0.14994  -0.64
N -2.73859 0.97280 -1.32266  0.06
C -3.42224 1.46623 -2.35502  0.05
C -2.53422 1.91384 -3.33977  0.04
C -1.28127 1.65873 -2.84690  -0.09
N -1.40494 1.06978 -1.62524  -0.18
N -2.46188 1.74746 1.00141  0.06
C -2.81147 2.78668 1.76555  0.03
C -1.68396 3.54408 2.06027  0.03
C -0.64445 2.88784 1.44722  -0.09
N -1.10808 1.76407 0.82407  -0.11
N -4.74227 0.90053 0.14168  -0.03
C -5.56671 2.00714 0.20849  -0.06
C -6.81922 1.60208 -0.10477  -0.01
C -6.69105 0.21668 -0.37659  -0.08
N -5.44760 -0.20821 -0.24998  0.07
H -2.84613 -3.53401 2.25682  0.14
H -0.39083 -2.51217 1.77753  0.11
H -4.57986 -1.69298 1.12502  0.14
H -4.50528 1.47925 -2.34001  0.16
H -2.78340 2.36676 -4.28647  0.14
H -0.31577 1.85218 -3.28370  0.12
H -3.83702 2.93955 2.06350  0.15
H -1.63545 4.45605 2.63628  0.14
H 0.39418 3.16203 1.40906  0.10
H -5.21308 3.00091 0.43080  0.12
H -7.71267 2.20215 -0.16313  0.13
H -7.46677 -0.47706 -0.66695  0.13
C -1.00945 -0.34764 -6.31881  -0.05
C -0.25438 -1.34619 -5.49671  -0.13
O -0.07186 -0.73844 -4.09541  -0.30
P 0.68340 -1.38914 -2.93839  0.05
S 1.59836 0.13136 -1.84267  0.54
S -0.50697 -1.98079 -1.38322  0.57
O 1.59525 -2.47026 -3.49498  -0.25
C 2.30554 -3.63186 -2.85049  -0.18
C 2.13726 -4.82997 -3.73677  -0.03
H -1.08144 -0.74824 -7.33199  0.11
H -0.48121 0.60526 -6.37843  0.10
H -2.02126 -0.19512 -5.94416  0.09
H 0.74408 -1.53987 -5.87504  0.13
H -0.79811 -2.27606 -5.35369  0.13
H 1.86865 -3.77186 -1.86318  0.09
H 3.33888 -3.31133 -2.76389  0.13
H 1.08783 -5.10011 -3.85403  0.10
H 2.65210 -5.67273 -3.27058  0.11
H 2.58208 -4.66135 -4.71575  0.10
C 3.79364 4.47889 1.74394  0.00
C 3.55440 3.74043 2.89620  -0.01
C 2.87977 2.53009 2.82399  -0.06
C 2.44665 2.06332 1.58017  -0.42
C 2.68252 2.81579 0.41890  -0.11
C 3.35108 4.02260 0.50382  -0.02
P 1.74323 0.42951 1.43851  1.02
C 1.08528 -0.13761 3.00439  -0.35
C 1.49523 -1.38804 3.51203  -0.06
C 1.10371 -1.76272 4.78325  -0.01
C 0.28576 -0.92387 5.53998  0.02
C -0.13586 0.30835 5.03196  -0.01
C 0.23714 0.69397 3.76263  -0.08
C 3.06339 -0.70241 0.96632  -0.40
C 2.79001 -2.00359 0.51746  -0.16
C 3.82424 -2.90261 0.33350  -0.05
C 5.13685 -2.51110 0.58819  0.00
C 5.41119 -1.21973 1.02198  0.00
C 4.38299 -0.30627 1.20594  -0.03
H 4.33209 5.41669 1.80865  0.14
H 3.90022 4.10461 3.85474  0.13
H 2.70931 1.94946 3.72250  0.12
H 2.34474 2.46162 -0.54481  0.06
H 3.53661 4.61019 -0.38552  0.13
H 2.15682 -2.03202 2.94801  0.11
H 1.45467 -2.70087 5.19447  0.14
H -0.02508 -1.22883 6.53203  0.14
H -0.74857 0.96318 5.63817  0.13
H -0.08870 1.65001 3.38317  0.09
H 1.77147 -2.32910 0.35045  0.05
H 3.61605 -3.91653 0.01582  0.12
H 5.94715 -3.21674 0.45484  0.14
H 6.43140 -0.92076 1.22888  0.14
H 4.61308 0.69567 1.54269  0.12